1.
120
Properties=species:S:1:pos:R:3:lowdin_charge:R:1 method="wB97M-V/def2-TZVPD" total_charge=0 e_lumo_ev=-1.20 homo_energy_ev=-8.3 total_energy_ha=-4831.848867 orbital_gap_ev=7.13
C -0.7166 -5.7600 3.2157 -0.14
C -1.0694 -4.6945 2.0938 -0.66
Cl -2.5056 -5.4162 1.1849 0.56
C 0.1722 -4.6139 1.1163 -0.16
C 0.6522 -3.1731 0.7825 -0.05
C 0.9155 -2.1280 1.7918 -0.04
C 0.6971 -2.3901 3.3075 -0.12
O -0.4393 -1.6170 3.8192 -0.15
N -0.9543 -2.2308 4.9617 -0.01
O -2.0402 -2.6203 4.7242 0.08
C 1.3844 -0.7755 1.4367 -0.06
C 1.6400 0.3249 2.5405 -0.07
C 0.2683 1.1421 2.7153 -0.18
O -0.6984 0.7134 1.7590 -0.16
C -1.9943 1.1880 2.0762 -0.08
C -2.9849 0.3578 1.1588 -0.33
F -3.0511 -0.9656 1.5393 0.11
F -2.3798 0.3524 -0.1063 0.09
C -4.3873 1.0364 0.9696 -0.28
F -4.2247 2.3247 0.4994 0.12
F -5.1091 0.3714 -0.0177 0.11
C -5.2956 1.1083 2.2647 -0.30
F -5.2308 -0.0074 3.0638 0.12
F -4.9896 2.2439 3.0018 0.11
C -6.8172 1.2600 1.8344 -0.23
F -6.9653 2.2384 0.8635 0.06
F -7.6268 1.6387 2.8971 0.06
C 1.6164 -0.3778 0.0209 -0.06
C 2.1326 1.0534 -0.3526 -0.12
C 3.7250 0.9715 -0.3939 -0.20
C 4.4043 2.3347 -0.7795 -0.20
C 5.9603 2.3969 -0.4480 -0.28
N 6.7869 2.9474 -1.5357 -0.03
C 1.3291 -1.4120 -0.9720 0.01
C 0.8803 -2.7738 -0.6166 0.01
C 0.6326 -3.7538 -1.8130 -0.30
O 0.9977 -4.9021 -1.8232 0.08
C -0.0927 -3.0925 -3.0444 -0.06
C -1.1681 -3.7598 -3.7780 -0.54
S -1.7032 -5.4332 -3.2510 0.71
C -1.8225 -3.0689 -4.9041 -0.66
I -3.4029 -4.1241 -5.8976 0.89
C -1.3694 -1.7112 -5.2465 -0.37
P -2.2417 -0.8180 -6.6398 0.34
S -3.2047 0.6818 -5.8082 0.07
C -0.2735 -1.0265 -4.5028 -0.22
N 0.1483 0.3106 -4.8613 0.09
C 0.3598 -1.7266 -3.3960 0.00
C 1.4892 -1.1088 -2.5057 -0.25
O 2.4170 -0.4762 -2.9557 0.10
H 0.0853 -5.3807 3.9160 0.07
H -1.6030 -6.0754 3.8142 0.08
H -0.2338 -6.6240 2.6749 0.09
H -1.4055 -3.7146 2.5050 0.07
H -0.0942 -5.2164 0.2085 0.08
H 1.0471 -5.1562 1.5785 0.13
H 0.5881 -3.4673 3.5760 0.09
H 1.5978 -2.0192 3.8810 0.13
H 1.8436 -0.1140 3.5457 0.10
H 2.4677 1.0172 2.2634 0.10
H -0.1809 0.9912 3.7347 0.12
H 0.4558 2.2532 2.6087 0.13
H -2.2906 1.0349 3.1508 0.15
H -2.0855 2.2568 1.7362 0.15
H -7.2478 0.3181 1.4186 0.17
H 1.7397 1.3531 -1.3532 0.12
H 1.8883 1.8055 0.4486 0.11
H 4.1428 0.6482 0.6065 0.11
H 4.0152 0.1636 -1.1230 0.11
H 4.3354 2.4387 -1.9038 0.11
H 3.8491 3.2301 -0.3693 0.11
H 6.1791 3.0401 0.4551 0.11
H 6.2933 1.3588 -0.1570 0.11
H 6.8192 2.3362 -2.3494 0.07
H 6.5029 3.8884 -1.8006 0.07
H -1.3945 -5.4000 -1.9043 -0.13
H -1.3476 -0.2578 -7.5950 -0.02
H -3.2379 -1.6177 -7.2687 -0.08
H 0.0446 0.3561 -5.8818 0.06
H 1.1649 0.3047 -4.7098 0.08
C -7.1465 -0.2673 -3.0593 -0.10
C -7.8522 0.6761 -2.1001 -0.27
C -9.0479 0.0422 -1.3886 -0.23
C -10.1934 -0.3983 -2.3025 -0.23
C -10.7923 0.7059 -3.1738 -0.27
C -11.4261 1.8334 -2.3672 -0.11
H -7.7970 -0.5837 -3.8777 0.07
H -6.2809 0.2313 -3.5008 0.07
H -6.7933 -1.1600 -2.5366 0.08
H -8.1609 1.5831 -2.6285 0.11
H -7.1269 0.9937 -1.3463 0.07
H -9.4274 0.7490 -0.6429 0.10
H -8.7018 -0.8319 -0.8244 0.11
H -10.9864 -0.8277 -1.6802 0.11
H -9.8505 -1.2102 -2.9515 0.10
H -11.5605 0.2622 -3.8147 0.10
H -10.0332 1.1170 -3.8455 0.10
H -12.2158 1.4502 -1.7161 0.07
H -11.8727 2.5716 -3.0374 0.07
H -10.6903 2.3515 -1.7494 0.07
C 9.4381 4.1713 0.7010 -0.12
C 10.5672 3.2960 1.2321 -0.27
C 10.0805 1.9669 1.8094 -0.23
C 9.1516 2.0826 3.0201 -0.23
C 9.7285 2.8440 4.2140 -0.27
C 10.9670 2.1840 4.8088 -0.11
H 8.7460 4.4624 1.4949 0.06
H 9.8438 5.0873 0.2648 0.07
H 8.8732 3.6487 -0.0752 0.05
H 11.1431 3.8514 1.9789 0.10
H 11.2579 3.0838 0.4099 0.10
H 10.9517 1.3595 2.0747 0.10
H 9.5559 1.4111 1.0246 0.11
H 8.8781 1.0720 3.3434 0.11
H 8.2156 2.5630 2.7169 0.09
H 8.9593 2.9037 4.9906 0.10
H 9.9611 3.8754 3.9336 0.10
H 10.7470 1.1635 5.1324 0.07
H 11.3117 2.7452 5.6804 0.07
H 11.7898 2.1492 4.0925 0.07

***

2.
113
Properties=species:S:1:pos:R:3:lowdin_charge:R:1 method="wB97M-V/def2-TZVPD" total_charge=-1 e_lumo_ev=2.37 homo_energy_ev=-4.8 total_energy_ha=-4064.096786 orbital_gap_ev=7.14
Zr 0.3877 -0.1029 -0.3842 1.53
C -0.0236 2.6052 3.8288 -0.03
C 0.1907 1.4830 2.8454 -0.25
N 0.8099 1.6520 1.7212 -0.01
N 1.3388 2.9294 1.6181 -0.10
C 1.7295 3.2775 0.4468 -1.09
S 1.6016 2.4505 -1.0361 0.66
S 2.5665 4.8767 0.4448 0.84
C 4.1586 4.3133 1.1502 -0.43
C 4.1009 3.9437 2.6095 -0.30
C 3.9978 2.6130 2.9999 -0.06
C 3.8958 2.2673 4.3412 -0.09
C 3.9029 3.2558 5.3162 -0.10
C 4.0144 4.5899 4.9388 -0.09
C 4.1120 4.9274 3.5958 -0.05
C -0.2933 0.1409 3.2360 -0.11
C -1.1046 -0.0021 4.3684 -0.05
C -1.5050 -1.2392 4.8367 -0.10
C -1.0590 -2.3815 4.1755 -0.08
C -0.2715 -2.2657 3.0489 -0.04
C 0.0855 -1.0162 2.5314 -0.33
O 0.7881 -0.9406 1.4135 -0.35
H 0.6615 3.4186 3.6221 0.06
H 0.1094 2.2575 4.8535 0.07
H -1.0461 2.9882 3.7239 0.09
H 4.8336 5.1541 0.9835 0.07
H 4.4997 3.4732 0.5432 0.07
H 3.9739 1.8387 2.2399 0.10
H 3.8029 1.2247 4.6233 0.10
H 3.8184 2.9902 6.3635 0.09
H 4.0221 5.3685 5.6928 0.10
H 4.1753 5.9711 3.3000 0.11
H -1.4363 0.8853 4.8910 0.10
H -2.1444 -1.3146 5.7077 0.09
H -1.3368 -3.3655 4.5369 0.10
H 0.0705 -3.1430 2.5186 0.07
N 2.8089 -0.4104 -0.2356 -0.04
C 3.7501 0.0473 -1.2781 -0.25
C 3.2900 -0.3607 -2.6753 -0.09
C 1.9501 0.1848 -3.1381 -0.66
O 1.8209 0.6707 -4.2358 0.08
O 0.9460 -0.0129 -2.2999 -0.37
H 3.0226 -0.0095 0.6690 0.08
H 2.8798 -1.4186 -0.1304 0.05
H 4.7448 -0.3584 -1.0975 0.11
H 3.8083 1.1258 -1.2156 0.06
H 3.1967 -1.4518 -2.7149 0.09
H 4.0273 -0.0568 -3.4128 0.12
C -2.8059 -0.8560 1.2901 -0.10
O -1.7007 -1.1412 0.4152 -0.41
Si -1.6482 -2.6106 -0.4409 0.30
C -3.1833 -2.4512 -1.5198 -0.15
C -2.1441 -4.0248 0.6731 -0.15
C 0.0231 -2.5049 -1.1653 -0.48
Si -0.2476 -2.6364 -3.0291 0.41
C 1.1053 -2.6791 -4.3379 -0.17
C -1.1071 -4.2819 -3.4535 -0.20
C -1.3297 -1.2115 -3.6267 -0.19
Si 1.2580 -3.7343 -0.5145 0.40
C 0.6343 -5.5157 -0.5299 -0.18
C 1.9982 -3.5969 1.2299 -0.18
C 2.8742 -3.8168 -1.4988 -0.18
H -2.8728 -1.6283 2.0590 0.09
H -3.7403 -0.8022 0.7304 0.08
H -2.6392 0.0980 1.7694 0.07
H -4.0551 -2.7725 -0.9392 0.04
H -3.1535 -3.0506 -2.4329 0.02
H -3.3391 -1.4103 -1.8126 0.02
H -3.1552 -3.8465 1.0507 0.04
H -1.4861 -4.1982 1.5274 0.02
H -2.1668 -4.9409 0.0729 0.03
H 1.7372 -3.5638 -4.3125 0.02
H 1.7358 -1.7879 -4.3844 0.01
H 0.5428 -2.7146 -5.2792 0.05
H -0.3553 -5.0741 -3.5570 0.02
H -1.6295 -4.2025 -4.4171 0.03
H -1.8299 -4.6168 -2.7018 0.01
H -1.6306 -0.5641 -2.8029 -0.01
H -2.2338 -1.5659 -4.1306 0.04
H -0.7589 -0.5827 -4.3177 0.04
H -0.1828 -5.6671 0.1813 0.01
H 1.4537 -6.1864 -0.2441 0.03
H 0.2742 -5.8158 -1.5188 0.02
H 1.5968 -4.3911 1.8706 0.03
H 1.8299 -2.6449 1.7363 0.00
H 3.0783 -3.7584 1.1504 0.03
H 2.7671 -3.6879 -2.5692 -0.01
H 3.2983 -4.8136 -1.3210 0.04
H 3.6213 -3.0908 -1.1506 0.02
C -6.0482 1.6947 0.6352 -0.11
C -5.6330 1.1874 -0.5916 -0.10
C -4.2944 1.2694 -0.9619 -0.12
C -3.3325 1.8601 -0.1323 -0.34
C -3.7802 2.3760 1.0884 -0.14
C -5.1146 2.2938 1.4749 -0.10
Si -1.4711 1.9745 -0.5912 0.63
C -1.5491 2.8882 -2.2679 -0.34
C -2.0392 2.2943 -3.4373 -0.11
C -2.0725 2.9759 -4.6503 -0.10
C -1.6060 4.2814 -4.7250 -0.11
C -1.1122 4.8943 -3.5787 -0.10
C -1.0852 4.2040 -2.3718 -0.14
H -7.0900 1.6341 0.9286 0.09
H -6.3526 0.7253 -1.2596 0.10
H -3.9976 0.8626 -1.9254 0.08
H -3.0639 2.8563 1.7529 0.08
H -5.4288 2.7025 2.4297 0.09
H -1.1503 3.1214 0.2951 -0.02
H -2.3912 1.2686 -3.4183 0.06
H -2.4501 2.4805 -5.5388 0.09
H -1.6176 4.8132 -5.6701 0.09
H -0.7374 5.9115 -3.6257 0.09
H -0.6883 4.6974 -1.4898 0.08

***

3.
109
Properties=species:S:1:pos:R:3:lowdin_charge:R:1 method="wB97M-V/def2-TZVPD" total_charge=+1 e_lumo_ev=-5.96 homo_energy_ev=-9.3 total_energy_ha=-2163.841718 orbital_gap_ev=3.38
C -14.0709 52.5890 6.7634 0.03
C -14.1623 53.4576 5.5065 -0.45
C -13.2524 54.6820 5.4686 -0.13
C -11.8385 54.1933 5.3342 -0.17
C -11.7499 53.6175 3.9262 -0.13
C -12.7195 52.4903 3.6203 -0.39
N -13.9874 52.6256 4.2667 0.09
O -14.9073 51.7146 4.0271 0.18
C -11.9880 51.0973 4.1500 0.04
C -12.9610 52.2762 2.1577 0.02
C -15.5493 54.0117 5.4437 -0.02
H -13.2383 52.0761 6.6087 0.01
H -14.8320 51.7702 6.8487 0.09
H -14.0422 53.2470 7.6280 0.11
H -13.2577 55.2867 6.5283 0.17
H -13.4372 55.4342 4.6559 0.09
H -11.6595 53.4859 5.9862 0.05
H -11.0796 55.0935 5.2455 0.16
H -10.7249 53.1451 3.8993 0.14
H -11.8427 54.4090 3.0213 0.15
H -12.4749 50.0961 3.9199 0.10
H -12.0056 51.0368 5.2883 0.09
H -10.9698 50.9164 3.6603 0.11
H -12.1156 52.1825 1.9428 -0.01
H -13.3948 52.9938 1.7450 0.04
H -13.4256 51.4176 1.9796 0.07
H -16.3169 53.1289 5.3437 0.13
H -15.6582 54.7452 4.7714 0.05
H -15.7456 54.5490 6.3814 0.10
N -8.6257 48.5143 1.8089 0.00
C -9.4226 49.5912 1.3099 -0.10
C -10.7641 49.2551 1.6129 -0.16
C -10.8494 47.9737 2.2242 -0.06
C -9.4412 47.5627 2.4264 -0.06
H -7.6175 48.6108 1.8110 0.14
H -8.7726 50.4826 1.1588 0.11
H -11.6470 49.8909 1.4202 0.08
H -11.4619 47.2766 2.7111 0.07
H -9.1072 46.7248 2.7421 0.03
N -15.8467 49.3784 10.8547 -0.14
C -16.3562 48.3106 10.1976 -0.09
C -15.5643 48.3390 8.8582 -0.06
C -14.6734 49.4441 8.9679 -0.10
C -14.8768 50.1578 10.3144 -0.12
H -16.0990 49.5037 11.9507 0.23
H -16.9709 47.4875 10.6800 0.13
H -15.8571 47.6005 8.1174 0.08
H -13.9348 49.9418 8.3405 0.06
H -14.2681 50.9359 10.8291 0.12
N -9.5516 53.7692 -1.3755 0.00
C -9.1330 54.3696 -0.2111 -0.11
C -10.3491 54.8854 0.5089 -0.12
C -11.4652 54.7136 -0.4800 -0.09
C -10.9513 53.9885 -1.6851 -0.03
H -9.0230 53.6666 -2.1541 0.09
H -8.0920 54.3772 -0.0472 0.07
H -10.2132 55.2058 1.6423 0.10
H -12.5425 54.9853 -0.2714 0.09
H -11.2211 53.7042 -2.5594 0.03
N -14.7692 50.1320 -2.6901 -0.11
C -13.4482 50.1911 -2.5631 -0.11
C -13.2056 51.3508 -1.4171 -0.02
C -14.6289 51.8151 -1.0214 -0.02
C -15.5816 50.9492 -1.9334 -0.09
H -15.0397 49.2433 -3.3711 0.24
H -12.5835 49.6561 -3.0527 0.11
H -12.3571 51.6156 -0.8425 0.01
H -14.9144 52.2663 -0.2819 -0.06
H -16.6441 50.9773 -1.7354 0.08
N -13.2527 56.2621 8.9726 -0.10
C -14.1823 57.1404 8.4991 -0.07
C -15.4991 56.4660 8.8761 -0.02
C -15.1323 55.4286 9.9480 -0.02
C -13.6184 55.3761 9.9225 -0.12
H -12.1730 56.2609 8.8342 0.19
H -13.9109 57.8347 7.9772 0.00
H -16.4981 56.8925 8.5330 0.10
H -15.7108 55.2431 10.6113 -0.05
H -12.8806 54.7229 10.5054 0.12
N -11.0932 58.1528 2.4983 -0.04
C -11.7116 58.3518 3.7733 -0.09
C -13.0451 57.6218 3.7204 -0.08
C -13.1633 56.9350 2.3353 -0.05
C -11.8204 57.3022 1.7117 -0.17
H -10.0434 58.5667 2.5215 0.22
H -11.1889 59.0290 4.3896 0.07
H -13.6835 57.3829 4.5313 0.03
H -13.9793 56.4234 1.8576 0.06
H -11.5332 56.8757 0.6553 0.10
N -17.2413 51.5182 9.2616 -0.03
C -17.7196 52.5067 9.9842 -0.14
C -18.3557 53.5998 9.1664 -0.03
C -18.2540 53.0090 7.7720 -0.05
C -17.3962 51.7241 7.9552 -0.14
H -16.8534 50.6990 9.7407 0.09
H -17.6539 52.4562 10.9753 0.06
H -18.6726 54.5049 9.5790 0.05
H -18.4199 53.4698 6.8385 0.04
H -16.8579 51.0433 7.1617 0.12
N -7.2565 56.5842 5.3055 -0.10
C -7.8114 55.8486 4.3052 -0.11
C -6.7506 55.8074 3.1621 -0.08
C -5.5795 56.6076 3.5992 -0.07
C -5.9811 57.1452 5.0791 -0.10
H -7.6614 56.7164 6.3718 0.22
H -8.6458 55.5168 4.4052 -0.04
H -7.0868 55.3405 2.1520 0.08
H -4.6308 56.8198 3.0742 0.07
H -5.2557 57.8912 5.7702 0.15

***

4.
119
Properties=species:S:1:pos:R:3:lowdin_charge:R:1 method="wB97M-V/def2-TZVPD" total_charge=+2 e_lumo_ev="-7.56 / -9.33" homo_energy_ev="-12.6 / -12.6" total_energy_ha=-5894.192538 orbital_gap_ev="5.04 / 3.25"
Pb 0.3340 0.6747 -0.7374 1.10
O -3.9752 7.1239 5.7770 0.23
C -3.7775 6.0756 5.3017 -0.38
O -3.5760 5.0073 4.8734 0.17
C -0.9719 4.2707 3.2280 0.23
C -1.1352 4.5056 1.9037 0.03
C -0.2598 3.8877 0.9925 -0.19
N 0.7145 3.0515 1.3035 0.22
C 0.7794 2.8584 2.7122 -0.09
C -0.2830 3.1293 3.6234 0.09
C 1.7918 1.8501 3.1009 -0.24
C 2.5688 2.0509 4.1893 -0.01
C 3.5678 1.1423 4.5743 -0.01
C 3.8395 -0.0025 3.8109 -0.01
C 3.0698 -0.1809 2.6440 -0.07
N 2.1544 0.7856 2.2931 0.12
C -0.3992 4.3332 -0.4201 -0.21
C -0.7983 5.6046 -0.8677 -0.01
C -1.4029 5.7855 -2.0753 -0.02
C -1.6384 4.6618 -2.8956 0.01
C -1.0759 3.4586 -2.4459 -0.15
N -0.5324 3.3081 -1.2422 0.07
H -1.7560 5.3355 1.5719 0.14
H -0.6242 2.5578 4.4652 0.13
H 2.5026 2.9781 4.7049 0.12
H 4.2900 1.3043 5.3603 0.12
H 4.7082 -0.6661 3.9965 0.13
H 3.2494 -0.8889 1.8779 0.08
H -0.6087 6.3798 -0.1032 0.13
H -1.8976 6.7049 -2.3486 0.12
H -2.1082 4.7362 -3.8646 0.12
H -1.1044 2.6169 -3.1504 0.05
C -0.5815 -3.5688 -4.1090 -0.03
N 0.2149 -3.3964 -2.9387 -0.13
C 1.5823 -3.7703 -2.9428 -0.04
C -0.1561 -2.6520 -1.8713 -0.48
N 0.5847 -2.4481 -0.8500 0.07
N -1.4309 -2.0600 -1.9165 0.15
C -2.4345 -2.2610 -1.0139 -0.41
N -3.7499 -2.1030 -1.4225 0.20
N -2.2477 -2.6131 0.2319 0.04
H -1.5467 -3.9212 -3.8222 0.08
H -0.1256 -4.2946 -4.7418 0.09
H -0.7515 -2.6240 -4.6641 0.10
H 1.8734 -4.1664 -3.9237 0.11
H 1.7786 -4.5583 -2.2173 0.10
H 2.2439 -2.9164 -2.7089 0.08
H 1.4709 -2.8940 -0.8465 0.01
H -1.6873 -1.4423 -2.7046 0.12
H -3.8538 -1.7857 -2.4120 0.15
H -4.4284 -1.7944 -0.7757 0.09
H -3.1505 -2.7677 0.6621 0.10
O -1.7493 1.2638 0.8827 -0.18
C -2.5801 0.9079 -0.0177 -0.64
O -2.2425 0.6396 -1.2054 -0.17
C -4.0286 0.9068 0.3598 -0.15
C -4.3588 0.7918 1.7366 -0.02
C -5.6763 0.7011 2.1141 -0.06
C -6.7049 0.6792 1.1453 -0.04
C -6.3163 0.7320 -0.1918 -0.09
C -5.0181 0.8884 -0.6041 -0.06
H -3.5430 0.9749 2.4328 0.10
H -5.8164 0.8154 3.1486 0.09
H -7.7563 0.5726 1.3924 0.11
H -7.0799 0.6559 -0.9642 0.11
H -4.6627 1.0262 -1.6230 0.12
C -1.3168 -0.0840 3.5601 -0.12
C -1.9392 -1.1960 4.3990 -0.29
C -1.3959 -2.5460 4.2704 -0.30
C -1.9327 -3.2571 3.0350 -0.27
Ge -0.8250 -3.0644 1.3941 0.90
C -0.0788 -4.7752 0.8920 -0.32
C 0.6848 -5.5213 1.9181 -0.26
C 2.2669 -5.2251 1.9237 -0.20
C 2.4811 -3.7461 2.2476 -0.14
H -1.6295 0.9029 3.9641 0.06
H -1.5507 -0.1059 2.5232 0.02
H -0.2369 -0.0452 3.7522 0.07
H -3.0515 -1.1759 4.3082 0.12
H -1.8296 -0.8726 5.4661 0.12
H -1.7503 -3.0747 5.1327 0.11
H -0.2841 -2.5265 4.2514 0.11
H -2.8771 -2.7089 2.7782 0.07
H -2.1729 -4.3005 3.1660 0.07
H -0.0700 -1.7366 1.5888 0.00
H 0.4328 -4.6548 -0.0753 0.05
H -1.0050 -5.3399 0.6384 0.09
H 0.4757 -6.5560 1.7829 0.10
H 0.3013 -5.2800 2.9008 0.09
H 2.7573 -5.5505 1.0005 0.11
H 2.6521 -5.7272 2.8499 0.12
H 2.1415 -3.1263 1.4232 0.02
H 3.5119 -3.4565 2.5344 0.08
H 1.7943 -3.4313 3.0338 0.06
C 1.3908 3.3413 -4.8305 -0.10
C 2.8167 2.9049 -4.8309 -0.42
C 3.5630 3.1404 -6.1134 -0.03
O 2.8192 1.4292 -4.5809 -0.27
P 2.2342 0.8361 -3.3326 -0.11
S 0.2111 0.4362 -3.5664 0.30
S 2.4931 1.9703 -1.7049 0.27
O 2.8607 -0.5892 -3.1750 -0.33
C 4.2356 -0.9849 -2.7143 -0.40
C 5.2952 -0.0784 -3.1970 -0.04
C 4.0779 -1.0610 -1.2066 -0.08
H 1.3327 4.4318 -5.0356 0.11
H 0.9524 3.2908 -3.8562 0.00
H 0.7197 2.7830 -5.5022 0.10
H 3.3000 3.3596 -3.9529 0.12
H 2.9520 2.9115 -6.9729 0.08
H 4.5199 2.5362 -6.1692 0.11
H 3.7639 4.1976 -6.2837 0.09
H 4.3310 -1.9880 -3.1132 0.14
H 5.1679 0.8743 -2.7105 0.07
H 5.1936 0.0277 -4.2664 0.09
H 6.2738 -0.5037 -2.9846 0.10
H 3.8170 -0.0767 -0.7301 0.03
H 5.0975 -1.1721 -0.8106 0.09
H 3.3108 -1.7942 -0.7907 0.08